A molecular structure, C57H48FN6PSTi at a distorted geometry, computed with ωB97M-V/def2-TZVPD.

As for the net charge: 0. The energy above the lowest of the compared OMol25 structures with the same formula, charge and spin comes out at 13.3 kcal per mole.

```
115
Properties=species:S:1:pos:R:3:forces:R:3
Ti -0.23387 0.80652 -0.02534 -0.572 1.259 -0.160
C 2.78893 1.82139 3.10179 0.011 -0.030 -0.013
C 2.42062 3.17197 3.05372 0.011 0.023 0.049
C 1.69234 3.64354 1.99518 -0.050 0.089 -0.158
C 1.32406 2.74657 0.97368 -0.043 -0.064 0.062
N 1.52273 1.42755 1.13262 0.399 -0.272 -0.045
C 2.30881 0.99015 2.12519 -0.103 0.070 0.070
N 0.73216 3.16229 -0.18410 -0.175 -0.422 0.227
C 1.14892 2.52270 -1.32689 0.158 -0.232 -0.107
N 1.16384 1.16226 -1.43874 0.419 -0.205 0.083
C 1.89299 0.80007 -2.55565 -0.101 0.093 -0.119
N 2.12775 -0.43994 -3.04570 -0.042 -0.052 0.037
C 1.94372 -1.59670 -2.52854 -0.012 0.189 0.046
C 2.13192 -2.75389 -3.39215 -0.005 -0.070 -0.001
C 1.54615 -3.92379 -3.10322 0.055 0.001 -0.063
C 0.72753 -4.00409 -1.91261 -0.077 0.031 0.052
C 0.75791 -3.02216 -1.01396 -0.040 0.043 -0.037
N 1.60652 -1.87154 -1.13991 0.064 -0.064 -0.143
C 2.22225 1.98843 -3.25190 -0.014 0.011 0.122
C 2.87266 2.23266 -4.47997 0.012 0.020 -0.028
C 3.01251 3.53071 -4.89607 0.006 -0.031 -0.003
C 2.54905 4.62390 -4.11627 -0.011 0.010 0.026
C 1.92978 4.41152 -2.91246 0.012 0.022 -0.047
C 1.74224 3.08528 -2.48588 -0.101 -0.025 -0.017
H 3.40635 1.42848 3.89572 0.004 0.004 0.003
H 2.74009 3.84920 3.83564 0.003 0.009 0.000
H 1.43519 4.68703 1.88143 -0.002 0.012 0.009
H 2.54428 -0.06013 2.11432 -0.010 -0.043 0.007
H 2.70624 -2.59320 -4.29492 -0.002 0.005 -0.012
H 1.64528 -4.78069 -3.75552 0.002 -0.006 -0.011
H 0.06930 -4.84582 -1.74510 -0.014 -0.007 0.002
H 0.13836 -3.04394 -0.13592 -0.012 0.005 -0.077
H 3.24291 1.40670 -5.07350 0.000 -0.007 -0.007
H 3.50007 3.73718 -5.84101 0.002 -0.003 -0.005
H 2.70054 5.63130 -4.48108 -0.001 0.011 0.005
H 1.58252 5.23417 -2.29969 -0.003 0.014 0.001
C -0.43517 -6.52410 2.83886 0.024 0.002 0.020
C -1.14611 -5.73066 1.95489 -0.016 0.017 -0.005
C -0.72879 -4.43054 1.69608 -0.043 0.005 0.028
C 0.40374 -3.90884 2.31062 0.138 -0.045 -0.053
C 1.08987 -4.70729 3.22771 -0.001 0.031 -0.021
C 0.68162 -6.00479 3.48308 -0.033 -0.012 -0.010
P 0.96323 -2.18722 1.92836 -0.112 0.039 0.118
C 1.30854 -1.70270 3.67485 -0.008 0.010 -0.025
C 0.13959 -1.64149 4.43753 0.000 0.030 0.058
C 0.17437 -1.28272 5.77393 -0.026 -0.015 -0.041
C 1.38386 -0.97171 6.37837 0.037 0.005 0.010
C 2.54825 -1.00809 5.62920 0.006 0.014 0.025
C 2.51179 -1.36342 4.28680 -0.048 -0.009 -0.056
C 2.58176 -2.40698 1.07800 0.027 -0.039 0.017
C 3.71060 -2.84916 1.76830 0.012 0.101 0.019
C 4.98557 -2.76348 1.23498 0.001 0.011 -0.031
C 5.14468 -2.21424 -0.02665 -0.013 -0.021 0.029
C 4.03632 -1.86496 -0.77938 0.007 0.053 -0.001
C 2.74826 -2.00777 -0.26831 -0.070 -0.050 0.046
H -0.75465 -7.53856 3.03852 -0.006 -0.005 0.007
H -2.03166 -6.11721 1.46689 -0.009 -0.005 -0.009
H -1.30499 -3.81455 1.01805 -0.009 -0.020 -0.016
H 1.93420 -4.30110 3.77064 0.014 -0.023 -0.022
H 1.22911 -6.61006 4.19369 0.006 -0.010 0.009
H -0.81479 -1.86227 3.97181 0.008 -0.005 0.011
H -0.74694 -1.23516 6.33935 -0.008 0.000 0.006
H 1.41569 -0.68928 7.42250 0.002 0.000 0.007
H 3.49590 -0.75069 6.08569 0.006 0.002 0.001
H 3.43265 -1.34071 3.72066 0.019 -0.048 0.002
H 3.59169 -3.25668 2.76116 -0.017 0.014 0.055
H 5.83960 -3.10504 1.80429 0.003 0.000 0.002
H 6.13212 -2.09815 -0.45418 0.005 0.005 -0.001
H 4.17186 -1.50320 -1.78851 0.000 0.006 -0.016
C -3.18311 1.15124 -3.85647 -0.026 -0.006 0.010
N -1.73168 1.26826 -3.58795 0.016 0.035 0.060
C -1.08982 2.25960 -4.48288 0.027 0.017 -0.015
C -1.02353 -0.05585 -3.61484 0.007 -0.006 -0.006
C -1.54898 -0.95912 -2.53334 0.006 0.000 0.027
C -2.32769 -2.03090 -2.96769 0.015 0.003 -0.009
C -2.98952 -2.85551 -2.07424 0.001 -0.004 -0.007
C -2.87512 -2.58450 -0.72337 0.027 0.018 0.012
C -2.06749 -1.53825 -0.29067 0.060 -0.119 0.108
C -1.35503 -0.69654 -1.16008 0.087 0.018 0.115
H -3.62932 2.13974 -3.77611 0.001 -0.001 0.008
H -3.62562 0.48810 -3.11895 0.005 0.001 -0.004
H -3.32090 0.74812 -4.85884 0.007 0.005 -0.007
H -1.64820 1.62177 -2.61361 0.001 -0.039 -0.077
H -1.24943 1.95364 -5.51558 0.012 -0.018 -0.003
H -0.02526 2.30326 -4.26077 -0.032 0.009 -0.002
H -1.54531 3.23145 -4.30502 -0.006 0.000 -0.004
H 0.03045 0.17244 -3.51504 0.017 -0.015 0.014
H -1.19454 -0.48214 -4.60487 -0.005 0.004 0.002
H -2.42932 -2.21018 -4.03296 0.000 -0.001 -0.009
H -3.59677 -3.67693 -2.43146 -0.005 -0.008 0.000
H -3.40835 -3.18716 0.00298 -0.004 -0.006 0.006
H -1.99787 -1.37132 0.77987 0.000 -0.015 -0.040
F -5.38126 4.28711 -1.44714 0.041 -0.033 0.007
C -4.26831 3.55879 -1.20284 0.009 0.006 -0.008
C -4.39001 2.31390 -0.62093 -0.013 0.026 -0.013
C -3.23753 1.57818 -0.38472 0.005 -0.007 0.022
C -1.94602 2.05496 -0.67089 0.037 -0.206 0.039
C -1.89441 3.32848 -1.25852 -0.054 0.059 0.017
C -3.03719 4.07500 -1.54295 -0.007 -0.010 0.007
H -5.36723 1.93798 -0.34752 -0.004 -0.005 0.007
H -3.35735 0.61034 0.08503 -0.008 0.011 -0.031
H -0.94382 3.79188 -1.48032 -0.002 -0.016 -0.012
H -2.96875 5.06117 -1.98487 0.001 0.005 0.001
S -1.24219 0.82691 2.20482 0.206 -0.119 -0.080
C -2.44595 2.09979 2.45352 -0.074 -0.049 -0.040
C -2.18840 3.43462 2.15267 0.052 0.043 -0.025
C -3.17091 4.39396 2.34280 0.011 0.006 -0.008
C -4.41575 4.04159 2.84749 -0.001 -0.022 0.008
C -4.66825 2.71543 3.16916 0.013 0.019 -0.001
C -3.69035 1.75073 2.97404 -0.003 0.029 0.003
H -1.22478 3.71793 1.74320 -0.059 -0.042 0.013
H -2.95934 5.42561 2.08971 -0.012 0.008 -0.003
H -5.18002 4.79412 2.99044 -0.008 0.007 0.000
H -5.63263 2.42602 3.56788 -0.008 0.004 0.004
H -3.89158 0.71341 3.21089 0.006 -0.011 0.002
```
Positions in Å, forces in eV/Å.

A molecular structure, C57H50F15GeN4OP2SSiTi at a distorted geometry, computed with ωB97M-V/def2-TZVPD.

As for the net charge: +1. The energy above the lowest of the compared OMol25 structures with the same formula, charge and spin comes out at 61.8 kcal per mole.

```
133
Properties=species:S:1:pos:R:3:forces:R:3
Ti 0.05650 -0.54636 1.45692 -0.285 -0.090 0.071
N 0.32086 0.90815 -0.07533 -0.037 0.091 -1.017
C -0.59187 0.94998 -1.26530 0.085 -0.236 -0.018
C -0.31452 -0.20050 -2.22182 -0.029 0.021 0.244
C -0.54649 -1.56663 -1.59968 0.187 0.101 -0.097
N 0.23060 -1.78458 -0.33997 0.427 0.123 -0.491
H 0.36654 1.81992 0.35766 -0.069 0.204 0.175
H 1.28382 0.73345 -0.44453 -0.041 0.116 -0.036
H -0.46636 1.89425 -1.79246 0.054 0.098 0.025
H -1.62528 0.89888 -0.92077 -0.088 0.090 0.061
H 0.70870 -0.13375 -2.58443 0.060 0.025 -0.087
H -0.98336 -0.10920 -3.08058 -0.012 -0.021 0.036
H -0.27712 -2.33377 -2.32584 0.058 -0.061 0.026
H -1.59380 -1.68793 -1.36931 -0.275 -0.082 0.082
H 1.22871 -1.65216 -0.59487 -0.109 -0.101 -0.010
H 0.14134 -2.76190 -0.09815 0.012 -0.169 0.076
C 3.49198 -2.35318 1.26251 0.025 0.121 0.013
C 3.32500 -0.95657 1.78632 -0.255 -0.239 -0.059
C 4.40621 -0.24886 2.24605 0.126 0.154 0.081
C 4.21007 1.00066 2.83894 -0.077 -0.044 -0.018
C 2.94010 1.50480 3.00762 0.066 0.139 -0.047
C 1.85696 0.75422 2.53374 0.254 0.113 -0.085
N 2.07882 -0.42914 1.89600 0.384 0.250 0.142
N 0.51834 1.04485 2.63625 0.430 0.080 0.015
Si 0.02532 1.83150 4.15413 -0.168 -0.061 0.040
C 0.38870 3.66647 4.05043 0.048 0.137 0.059
C 0.93685 1.01633 5.56770 0.156 0.048 0.017
C -1.79026 1.52654 4.43662 -0.078 0.081 0.028
H 4.18695 -2.36110 0.42732 0.011 0.021 -0.060
H 2.55012 -2.76971 0.91469 -0.019 -0.024 -0.019
H 3.89939 -2.98951 2.05375 -0.066 0.019 -0.030
H 5.39902 -0.66822 2.14320 -0.049 0.017 0.005
H 5.06261 1.57599 3.18140 -0.041 -0.033 -0.004
H 2.76808 2.46240 3.48186 0.025 -0.048 -0.057
H 1.21133 3.95912 4.71241 -0.073 -0.033 -0.093
H -0.48686 4.25301 4.34994 0.094 -0.071 -0.036
H 0.65771 3.96502 3.03234 -0.039 -0.008 0.085
H 2.02023 1.14171 5.50479 -0.076 -0.036 0.058
H 0.71924 -0.05498 5.58838 -0.018 0.018 0.013
H 0.61110 1.44114 6.52219 0.002 -0.013 -0.069
H -2.05674 0.52206 4.10676 -0.032 0.013 0.035
H -2.43136 2.25114 3.93075 0.017 -0.105 0.034
H -1.99884 1.58732 5.51197 0.060 0.001 -0.135
C -3.90617 -1.61285 0.04431 0.186 0.389 -0.407
P -2.75301 -0.81701 1.27502 -0.858 -0.117 -0.030
C -3.14211 -1.98605 2.64609 0.097 0.018 -0.066
C -3.65793 -1.63476 3.88793 0.052 0.017 0.038
C -3.88870 -2.60885 4.85553 0.006 0.045 0.006
C -3.61361 -3.94122 4.59354 0.031 0.011 0.026
C -3.09045 -4.30224 3.35740 0.019 -0.080 0.044
C -2.84863 -3.33042 2.40199 0.025 0.003 -0.091
C -3.63121 0.73539 1.64205 0.183 0.039 -0.091
C -2.98403 1.93945 1.37467 -0.007 -0.053 0.074
C -3.62465 3.15081 1.59020 -0.017 0.045 -0.050
C -4.90872 3.16577 2.11339 0.004 0.054 -0.037
C -5.56435 1.97036 2.37972 -0.083 -0.047 -0.020
C -4.94200 0.76074 2.11815 0.035 -0.018 0.026
P -4.09544 -1.08582 -1.75687 0.028 0.032 0.110
C -5.63861 -2.01156 -2.14446 0.094 -0.076 0.070
C -6.05551 -3.14904 -1.45530 -0.026 0.000 -0.047
C -7.21670 -3.81802 -1.83111 0.069 0.025 0.022
C -7.96024 -3.37188 -2.91073 -0.017 -0.004 0.010
C -7.53123 -2.26231 -3.62903 0.031 -0.005 0.016
C -6.38185 -1.58917 -3.24952 0.019 0.009 0.012
C -4.75801 0.62603 -1.76601 0.146 -0.070 0.109
C -4.04983 1.57094 -2.50810 -0.032 -0.019 0.011
C -4.53863 2.86350 -2.67035 0.041 -0.056 0.007
C -5.74542 3.21625 -2.08842 -0.013 0.034 0.040
C -6.45859 2.28103 -1.34413 -0.034 -0.010 0.079
C -5.97136 0.99338 -1.18549 -0.017 0.073 0.024
H -4.88255 -1.60749 0.52863 -0.045 -0.041 0.143
H -3.57569 -2.65052 -0.02759 -0.078 -0.029 -0.003
H -3.87162 -0.60289 4.12765 -0.053 0.031 -0.052
H -4.28659 -2.31366 5.81979 0.018 -0.030 -0.068
H -3.79461 -4.69599 5.34925 -0.020 0.041 -0.048
H -2.87619 -5.34313 3.14077 0.003 0.075 0.003
H -2.43019 -3.62585 1.44279 -0.005 -0.053 0.062
H -1.95616 1.93275 1.03130 -0.009 0.025 -0.057
H -3.12026 4.08083 1.35694 0.002 -0.042 0.047
H -5.40324 4.11070 2.30605 0.018 -0.060 -0.017
H -6.57354 1.97839 2.77561 0.065 0.011 -0.030
H -5.48069 -0.16212 2.29307 0.007 -0.029 0.051
H -5.48396 -3.53682 -0.62070 -0.059 0.027 0.004
H -7.53512 -4.69045 -1.27418 0.009 0.018 -0.017
H -8.87031 -3.88583 -3.19330 0.044 0.002 -0.018
H -8.09400 -1.92228 -4.48840 -0.006 0.023 0.016
H -6.06210 -0.71833 -3.81094 -0.027 -0.007 0.000
H -3.12543 1.27823 -2.99496 -0.009 0.018 0.009
H -3.98792 3.58104 -3.26706 -0.023 -0.034 0.033
H -6.14068 4.21733 -2.22170 0.025 -0.076 0.011
H -7.40655 2.55619 -0.89558 0.046 -0.011 -0.032
H -6.55372 0.26206 -0.63468 0.019 0.016 -0.015
F 6.72426 0.78913 -4.69532 -0.049 0.056 0.038
C 6.35658 -0.50015 -4.68388 -0.051 -0.101 0.133
C 5.48377 -0.96722 -3.71351 -0.124 0.029 0.115
C 5.20702 -2.32418 -3.72632 -0.043 0.211 0.073
F 4.40420 -2.86222 -2.79857 -0.002 -0.063 -0.004
C 5.74431 -3.17748 -4.66848 -0.008 -0.048 -0.010
F 5.45526 -4.47670 -4.65652 -0.024 -0.098 0.005
C 6.59444 -2.67163 -5.63232 0.026 -0.036 -0.036
F 7.11713 -3.47936 -6.54272 0.053 -0.082 -0.091
C 6.90990 -1.32622 -5.64093 0.029 0.068 -0.051
F 7.74240 -0.84753 -6.56032 0.049 0.023 -0.040
Ge 4.67465 0.29196 -2.42640 0.410 0.370 -0.252
S 2.98401 -0.36493 -1.33046 -0.208 -0.155 0.154
C 4.18707 1.84760 -3.56597 -0.042 -0.137 0.064
C 3.16768 1.64521 -4.48405 0.099 -0.032 0.128
F 2.60258 0.43012 -4.59502 -0.013 -0.007 -0.011
C 2.69330 2.64139 -5.31237 -0.014 -0.007 0.010
F 1.70442 2.40872 -6.17422 -0.069 -0.026 -0.054
C 3.25789 3.89984 -5.23308 -0.051 0.064 -0.066
F 2.81311 4.87626 -6.01395 -0.027 0.065 -0.057
C 4.28478 4.14067 -4.34245 0.069 0.098 0.041
F 4.82896 5.35381 -4.27832 0.021 0.028 0.007
C 4.73548 3.11839 -3.52819 0.009 -0.185 0.008
F 5.75091 3.40565 -2.70346 -0.004 -0.029 0.021
C 6.09537 0.85340 -1.15990 -0.152 0.028 -0.017
C 7.35402 0.28447 -1.06182 -0.220 0.071 -0.023
F 7.72654 -0.69706 -1.89026 0.051 -0.038 -0.052
C 8.27408 0.68433 -0.10897 0.079 -0.047 0.010
F 9.47690 0.12031 -0.03947 0.033 -0.034 -0.005
C 7.93176 1.67721 0.78653 0.039 0.037 0.070
F 8.79807 2.06158 1.71470 0.071 0.045 0.076
C 6.68133 2.26526 0.72461 -0.012 0.030 0.048
F 6.35256 3.22014 1.60130 -0.011 0.006 0.010
C 5.78862 1.84311 -0.23645 0.081 -0.128 -0.151
F 4.58855 2.43729 -0.26505 -0.083 0.039 -0.014
C 0.82745 -3.33049 3.35465 0.015 -0.221 -0.184
C 0.27774 -2.18042 2.60750 0.101 -0.070 0.637
O -0.37598 -1.30484 3.19061 -0.483 -0.411 0.585
H 1.01500 -3.04492 4.38897 -0.010 0.015 0.030
H 1.72655 -3.71877 2.88408 -0.043 -0.033 0.014
H 0.06716 -4.11715 3.35298 -0.021 -0.016 -0.014
```
Positions in Å, forces in eV/Å.